Entry 1:
This record from the Open Molecules 2025 dataset describes 3 unconnected molecules or ions with the total composition C31H65BBrN4O14P2S in a non-equilibrium geometry. The level of theory is ωB97M-V with the def2-TZVPD basis set.

The geometry in XYZ format:
```
119
Properties=species:S:1:pos:R:3:forces:R:3:lowdin_charge:R:1
C 0.802 -0.976 2.313 -0.5 0.7 0.5 -0.1537
C -0.569 -1.059 1.520 1.1 -0.6 0.7 -0.4967
S -0.614 -0.133 -0.084 0.1 0.2 -0.2 0.8693
C 0.683 1.181 -0.153 1.9 -0.8 0.1 -0.4476
N 0.164 2.502 -0.602 0.9 0.9 0.0 -0.1163
C -0.898 3.062 0.289 -1.2 -0.3 0.2 -0.1740
C -0.688 2.845 1.845 -0.1 1.4 0.8 -0.1529
C -1.164 4.209 2.565 -0.3 -1.0 -0.3 -0.2072
C -2.742 4.354 2.502 0.5 0.8 -0.1 -0.1513
C -3.125 5.845 2.937 0.3 -0.7 -0.8 -0.2027
O -4.226 6.353 2.146 0.7 0.3 0.3 -0.2148
C -3.771 7.289 1.166 0.2 0.1 -0.9 -0.1304
C 1.251 3.451 -0.809 -0.4 -1.6 1.1 -0.1678
N 2.223 3.569 0.232 -0.9 1.4 -2.1 0.0683
C 3.593 3.098 -0.112 1.4 -1.1 -0.1 -0.1335
C 4.688 4.185 -0.451 1.4 -0.8 0.2 -0.2596
C 5.652 4.392 0.814 -1.1 -0.7 -0.4 -0.6032
Br 6.938 5.819 0.382 -0.5 -0.7 0.4 0.6232
B 2.129 4.793 1.057 0.0 1.1 2.3 -0.5450
C 2.450 4.643 2.650 0.4 -0.7 -0.3 -0.0028
O 1.745 6.087 0.613 -0.9 -2.0 -0.6 0.1137
N 1.246 4.070 -1.963 -1.0 -0.6 0.5 0.0251
C 0.167 3.789 -2.962 -1.4 -0.1 -1.6 0.0348
C 0.436 2.404 -3.701 1.6 -1.2 -0.1 -0.3683
O 1.570 2.050 -3.896 -1.2 0.8 0.7 0.1580
O -0.591 1.541 -4.099 -0.2 2.7 0.3 0.0585
C -1.668 2.289 -4.671 -2.4 0.7 -0.3 -0.4235
C -3.001 2.359 -3.803 1.1 -0.5 0.8 0.0252
O -1.573 2.836 -5.733 0.6 -0.7 1.3 0.1670
N 2.269 4.959 -2.271 0.1 1.6 -0.7 0.1855
C 1.857 6.147 -2.415 -1.0 -1.3 0.8 -0.1852
O 1.360 7.179 -2.476 0.9 -0.1 -0.4 0.2921
H 0.907 -1.863 2.997 -0.1 0.8 -0.7 0.0832
H 1.720 -0.907 1.667 -1.0 -0.2 0.5 0.0693
H 0.746 -0.057 2.983 0.4 -1.1 -0.8 0.0739
H -1.384 -0.644 2.172 0.7 -0.8 -0.7 0.0701
H -0.720 -2.176 1.255 -0.1 2.1 0.2 0.0650
H 1.306 1.254 0.798 -1.1 -0.1 -0.9 0.0907
H 1.425 0.837 -0.948 -1.0 0.5 0.8 0.0869
H -1.044 4.164 0.047 0.4 -1.2 0.3 0.1299
H -1.870 2.564 -0.027 1.2 0.5 0.4 0.1189
H -1.288 1.978 2.262 0.7 1.0 -0.7 0.1206
H 0.389 2.695 2.148 -1.0 0.0 -0.6 0.0947
H -0.785 4.253 3.636 -0.5 0.0 -1.3 0.1261
H -0.691 5.060 1.981 -0.5 -0.8 0.8 0.0832
H -3.114 4.188 1.439 0.4 0.2 1.3 0.1184
H -3.234 3.592 3.170 0.5 0.7 -0.7 0.1229
H -3.368 5.841 4.034 0.1 0.4 -1.1 0.1337
H -2.232 6.494 2.691 -0.8 -0.6 0.8 0.1060
H -3.398 8.260 1.611 -0.3 -1.1 -0.3 0.1002
H -2.944 6.823 0.533 -0.8 0.6 0.7 0.0843
H -4.602 7.545 0.445 0.7 -0.4 1.0 0.0997
H 3.518 2.339 -0.956 -0.1 1.0 0.9 0.1434
H 3.982 2.498 0.776 -0.6 0.7 -1.0 0.1418
H 4.318 5.150 -0.885 0.2 -0.9 0.7 0.0861
H 5.367 3.730 -1.244 -0.9 0.6 0.8 0.1232
H 5.059 4.649 1.734 0.8 0.1 -0.9 0.0465
H 6.189 3.418 1.042 -0.4 1.4 -0.4 0.0855
H 3.259 5.367 2.988 -1.2 -0.8 -0.2 0.0841
H 2.788 3.581 2.862 -0.3 1.2 -0.1 0.0779
H 1.498 4.787 3.258 1.2 0.1 -0.7 0.0693
H 0.923 6.385 1.046 0.8 0.2 0.1 0.1097
H -0.865 3.842 -2.509 1.3 -0.2 -0.2 0.1380
H 0.166 4.559 -3.799 0.4 -0.7 1.2 0.1677
H -3.283 3.432 -3.600 0.4 -1.1 -0.5 0.0965
H -2.783 1.868 -2.802 -0.5 0.4 -1.2 0.0854
H -3.859 1.846 -4.315 1.0 0.5 0.4 0.1026
O 4.000 -3.477 -5.077 -3.4 -2.5 0.0 -0.2157
P 3.470 -3.408 -3.659 6.3 5.5 2.4 0.6791
O 3.353 -1.768 -3.533 -0.8 -0.6 0.0 -0.2191
C 2.299 -1.103 -4.221 -0.2 0.2 0.0 -0.2853
C 1.016 -1.161 -3.414 -0.1 -0.1 -0.1 -0.0807
O 4.946 -3.582 -2.922 -0.8 -1.0 0.2 -0.2503
C 5.907 -4.491 -3.458 0.5 0.1 -0.2 -0.3040
C 7.037 -3.717 -4.105 0.1 0.2 -0.1 -0.0736
O 2.771 -3.518 -2.120 -1.3 -1.5 -2.5 -0.2235
C 3.035 -4.674 -1.320 -0.2 -0.4 0.5 -0.2830
C 3.823 -4.248 -0.097 0.2 0.3 0.0 -0.0634
H 2.158 -1.534 -5.217 0.1 0.0 0.0 0.1146
H 2.606 -0.064 -4.349 0.1 -0.2 0.0 0.0988
H 0.646 -2.188 -3.348 0.0 0.0 0.0 0.0764
H 0.242 -0.546 -3.874 0.1 -0.1 0.0 0.0593
H 1.185 -0.814 -2.393 0.0 0.0 -0.1 0.0408
H 5.448 -5.186 -4.164 0.0 0.2 0.0 0.1057
H 6.297 -5.086 -2.627 -0.1 0.1 0.1 0.1149
H 6.665 -3.063 -4.897 -0.1 -0.2 0.0 0.0759
H 7.781 -4.393 -4.530 0.0 0.0 0.0 0.0791
H 7.527 -3.074 -3.369 0.0 -0.1 0.0 0.0772
H 3.566 -5.442 -1.887 0.0 0.1 0.1 0.1118
H 2.074 -5.092 -1.010 0.0 0.0 -0.1 0.1129
H 4.786 -3.823 -0.380 0.0 -0.1 -0.1 0.0747
H 3.997 -5.095 0.571 -0.1 0.0 0.0 0.0840
H 3.288 -3.467 0.449 -0.1 -0.1 0.0 0.0699
O -2.667 -6.152 3.502 0.4 -3.6 -2.1 -0.2250
P -3.791 -6.130 2.484 -2.7 7.8 2.5 0.6784
O -3.421 -4.693 1.762 0.2 -0.8 -0.4 -0.2180
C -2.300 -4.637 0.892 0.0 0.0 -0.3 -0.3032
C -2.676 -5.127 -0.493 0.0 -0.1 -0.1 -0.0767
O -4.948 -5.561 3.528 -0.2 -1.2 -0.4 -0.2484
C -4.990 -6.037 4.873 0.1 0.3 0.4 -0.3034
C -4.518 -4.948 5.814 0.1 0.2 0.0 -0.0754
O -5.019 -6.322 1.341 2.4 -2.2 0.4 -0.2162
C -6.149 -7.141 1.666 -0.6 -0.4 -0.2 -0.2809
C -7.383 -6.264 1.724 0.0 0.4 0.1 -0.0649
H -1.464 -5.214 1.302 0.0 0.0 0.1 0.1111
H -1.987 -3.593 0.839 -0.2 0.0 0.1 0.0824
H -2.911 -6.194 -0.475 0.0 0.0 0.0 0.0706
H -1.856 -4.965 -1.197 0.0 0.0 0.0 0.0734
H -3.565 -4.608 -0.858 0.1 0.0 0.1 0.0840
H -4.399 -6.948 4.992 0.1 0.1 0.0 0.1057
H -6.029 -6.294 5.099 0.0 0.0 -0.1 0.1160
H -3.504 -4.626 5.569 0.0 -0.2 0.0 0.0733
H -4.534 -5.294 6.850 0.0 0.0 0.0 0.0784
H -5.159 -4.068 5.728 -0.1 -0.1 0.0 0.0773
H -5.997 -7.678 2.605 0.0 0.1 0.0 0.1105
H -6.262 -7.882 0.871 0.1 0.0 0.1 0.1169
H -7.292 -5.511 2.508 0.1 -0.1 0.0 0.0734
H -8.278 -6.860 1.914 0.1 0.0 -0.1 0.0833
H -7.509 -5.720 0.786 0.0 -0.2 0.0 0.0820
```
Positions in Å, forces in eV/Å.

## Properties
Net charge: +1
HOMO-LUMO gap, eV: 7.4
E_HOMO, eV: -11.52
Energy relative to the best compared isomer or geometry (same formula, charge and spin), kJ/mol: 395.91
Total energy, eV: -167947.784


Entry 2:
This record from the Open Molecules 2025 dataset describes 11 unconnected molecules or ions with the total composition C31H65Cl8O16P in a non-equilibrium geometry. The level of theory is ωB97M-V with the def2-TZVPD basis set.

The geometry in XYZ format:
```
121
Properties=species:S:1:pos:R:3:forces:R:3:lowdin_charge:R:1
C -5.909 2.866 -0.189 0.4 0.3 -0.5 -0.1292
O -6.822 1.836 -0.575 -0.1 -0.4 0.5 -0.2118
P -6.737 0.404 0.131 0.3 1.1 -0.2 0.3917
O -7.711 -0.526 -0.422 0.0 -0.3 0.2 -0.2139
O -5.182 -0.013 -0.057 -1.1 0.3 1.1 -0.2335
C -4.703 -0.182 -1.379 0.9 -0.1 -0.8 -0.1063
O -6.905 0.815 1.680 0.7 -0.5 -0.9 -0.2141
C -7.189 -0.211 2.639 -0.2 -0.5 0.2 -0.0967
H -5.229 3.042 -1.025 0.1 -0.1 0.1 0.0863
H -5.326 2.614 0.692 -0.1 -0.1 0.1 0.0407
H -6.438 3.806 -0.040 -0.3 -0.2 0.2 0.0901
H -5.394 0.174 -2.145 -0.2 -0.2 0.2 0.0961
H -4.404 -1.220 -1.546 -0.4 0.0 0.1 0.0828
H -3.775 0.387 -1.503 -0.2 0.1 0.3 0.0439
H -6.571 -0.092 3.529 0.1 0.3 -0.1 0.0871
H -6.993 -1.208 2.244 -0.1 0.0 -0.1 0.0818
H -8.238 -0.150 2.920 0.0 0.0 0.0 0.0920
C 0.323 -2.254 4.659 -0.5 0.6 0.3 -0.0515
C -1.151 -2.189 5.102 1.2 -0.5 0.2 -0.2078
O -1.890 -2.151 3.887 0.1 -0.2 -0.4 -0.0307
C -3.222 -2.101 3.946 -0.4 0.2 -0.1 -0.5471
C -3.862 -2.100 2.596 0.1 1.0 -0.7 0.0328
O -3.852 -1.993 4.962 0.1 -0.2 0.5 0.1075
H 1.026 -2.144 5.486 -0.2 -0.1 0.2 0.0768
H 0.512 -1.414 3.991 0.1 -0.2 -0.2 0.0651
H 0.510 -3.204 4.164 0.1 0.1 -0.2 0.0700
H -1.367 -3.109 5.649 -0.4 0.2 0.1 0.1250
H -1.371 -1.324 5.726 -0.1 0.0 -0.1 0.1254
H -3.176 -1.903 1.772 0.3 -0.6 0.1 0.0600
H -4.494 -1.209 2.560 -0.3 -0.3 0.2 0.0712
H -4.462 -2.986 2.401 0.0 0.0 0.1 0.0988
C 1.205 -2.159 -7.214 0.1 -0.9 0.0 -0.0748
C 2.483 -2.823 -6.738 0.6 0.6 -0.1 -0.2046
O 2.953 -2.090 -5.587 -0.7 0.7 0.0 -0.0496
C 4.030 -2.527 -4.958 0.4 -1.3 1.1 -0.5605
C 4.422 -1.695 -3.761 -0.5 0.2 -0.6 0.0286
O 4.599 -3.555 -5.239 0.0 0.0 -0.4 0.0878
H 1.315 -1.086 -7.333 0.0 0.0 0.1 0.0767
H 0.398 -2.423 -6.530 -0.1 0.4 0.1 0.0654
H 0.938 -2.597 -8.178 0.0 0.1 -0.1 0.0787
H 2.355 -3.866 -6.454 0.0 0.0 -0.2 0.1250
H 3.285 -2.723 -7.474 -0.2 -0.4 -0.1 0.1274
H 3.559 -1.094 -3.481 0.3 0.4 0.1 0.0381
H 5.275 -1.101 -4.093 -0.1 0.3 0.3 0.0986
H 4.709 -2.319 -2.921 0.1 -0.2 -0.1 0.0530
C -1.436 0.178 0.191 0.2 1.0 -0.2 -0.1233
C -0.494 -0.331 1.251 -0.3 -0.4 -0.2 -0.2107
O 0.760 -0.786 0.693 0.0 -0.1 -0.1 -0.0066
C 1.586 0.108 0.159 0.4 0.4 0.0 -0.5409
C 2.712 -0.550 -0.572 0.0 -0.3 0.6 -0.0037
O 1.454 1.308 0.239 -0.3 0.2 0.1 0.0859
H -1.318 -0.410 -0.716 -0.4 -0.2 0.1 0.0521
H -1.231 1.220 -0.068 0.3 -0.1 0.0 0.0447
H -2.467 0.218 0.546 0.0 -0.5 0.0 0.0552
H -0.305 0.422 2.014 0.1 -0.2 0.1 0.0823
H -0.901 -1.257 1.654 0.1 0.2 0.4 0.0998
H 3.115 -1.352 0.049 -0.1 -0.1 -0.2 0.0716
H 3.524 0.143 -0.762 -0.2 0.1 -0.3 0.0599
H 2.279 -0.985 -1.471 0.3 0.0 -0.2 0.0384
C -0.634 -4.974 1.166 0.1 0.5 0.3 -0.0658
C -1.989 -5.351 0.611 -0.1 0.4 0.3 -0.1968
O -2.042 -5.154 -0.812 -0.1 -0.5 0.1 -0.0055
C -2.359 -3.944 -1.273 -0.1 0.2 -0.4 -0.5429
C -2.642 -3.980 -2.744 0.3 -0.7 -0.4 0.0305
O -2.462 -2.952 -0.601 0.0 0.2 0.5 0.0942
H 0.180 -5.600 0.804 -0.1 -0.1 -0.1 0.0646
H -0.626 -4.968 2.258 -0.2 -0.4 0.0 0.0751
H -0.415 -3.933 0.919 0.0 -0.1 -0.3 0.0625
H -2.263 -6.392 0.769 0.2 -0.1 -0.1 0.1229
H -2.765 -4.741 1.078 0.0 0.1 -0.1 0.1103
H -2.446 -4.979 -3.130 -0.1 0.0 0.0 0.0834
H -2.001 -3.307 -3.311 -0.1 0.3 0.2 0.0854
H -3.693 -3.747 -2.905 0.0 0.2 0.0 0.0931
C 2.449 2.566 3.285 0.4 -0.4 0.0 -0.0503
C 1.278 3.492 3.019 0.1 -0.8 0.1 -0.2074
O 1.368 4.706 3.776 -0.3 -0.2 0.2 0.0000
C 2.089 5.706 3.287 -0.2 0.9 0.1 -0.5523
C 2.086 6.912 4.198 0.5 0.4 -0.1 0.0213
O 2.659 5.694 2.229 0.0 -0.3 -0.2 0.1035
H 2.402 2.085 4.262 -0.1 0.1 0.1 0.0787
H 3.423 3.053 3.209 -0.2 0.3 0.0 0.0778
H 2.475 1.772 2.534 -0.2 0.0 0.0 0.0590
H 1.161 3.636 1.947 0.1 0.5 0.1 0.1016
H 0.363 3.038 3.390 -0.1 -0.1 -0.1 0.0794
H 1.844 6.717 5.238 0.1 -0.3 0.0 0.0809
H 1.415 7.708 3.870 -0.2 -0.3 -0.3 0.0886
H 3.079 7.352 4.087 0.0 0.0 0.3 0.0885
C 5.571 1.332 1.069 -0.2 0.4 0.2 -0.0596
C 6.235 1.631 -0.283 -0.4 0.1 1.8 -0.1945
O 5.307 1.529 -1.359 0.7 -0.8 -0.4 -0.0157
C 4.555 2.587 -1.601 -1.5 1.4 -0.5 -0.5486
C 3.662 2.440 -2.822 -0.1 -0.1 0.2 0.0357
O 4.501 3.587 -0.926 0.6 -0.3 0.2 0.0993
H 6.310 1.402 1.870 0.2 -0.3 -0.2 0.0818
H 5.113 0.343 1.078 0.1 0.0 0.0 0.0705
H 4.819 2.065 1.364 -0.1 0.0 -0.4 0.0609
H 6.635 2.641 -0.242 0.2 0.0 -0.2 0.1222
H 7.011 0.878 -0.378 0.1 0.1 -0.8 0.1209
H 4.227 2.430 -3.754 0.1 -0.3 0.1 0.0940
H 2.978 3.285 -2.876 0.2 0.1 0.2 0.0663
H 3.046 1.547 -2.718 0.3 -0.2 -0.2 0.0552
Cl -1.501 1.238 -2.967 -0.1 0.1 -0.4 0.5685
C 0.142 1.187 -3.608 0.1 0.5 0.2 -1.0009
Cl 0.692 -0.450 -3.937 0.1 -0.2 0.0 0.5895
H 0.206 1.757 -4.529 -0.2 -0.1 0.0 0.0349
H 0.779 1.656 -2.864 0.0 -0.2 0.1 -0.0014
Cl -0.463 4.400 -1.154 -0.4 -0.3 0.0 0.5179
C 1.130 4.864 -0.601 0.6 0.6 -0.2 -1.0179
Cl 1.883 5.994 -1.778 0.0 -0.3 0.2 0.5018
H 1.059 5.407 0.334 0.0 -0.1 0.0 0.0022
H 1.757 3.983 -0.511 0.0 0.0 0.0 0.0043
Cl 2.295 -3.892 -1.016 -0.3 -0.2 -0.3 0.5624
C 3.419 -5.196 -1.408 0.4 0.2 0.2 -0.9786
Cl 5.080 -4.631 -1.100 0.0 -0.3 0.1 0.5061
H 3.192 -6.032 -0.758 0.1 0.0 0.0 0.0236
H 3.391 -5.481 -2.453 -0.3 0.2 0.0 0.0286
Cl -2.249 2.188 2.845 -0.2 0.0 0.0 0.5812
C -2.763 3.885 2.855 0.2 -0.1 -0.1 -0.9620
Cl -3.257 4.445 1.248 0.1 0.0 0.3 0.5485
H -3.590 3.978 3.549 -0.1 0.1 -0.1 0.0290
H -1.901 4.460 3.175 -0.1 0.1 0.0 0.0164
```
Positions in Å, forces in eV/Å.

## Properties
Net charge: 0
HOMO-LUMO gap, eV: 10.6
SMILES string: COP(=O)(OC)OC.CCOC(C)=O.CCOC(C)=O.CCOC(C)=O.CCOC(C)=O.CCOC(C)=O.CCOC(C)=O.ClCCl.ClCCl.ClCCl.ClCCl
E_HOMO, eV: -10.26
Total energy, eV: -175433.958